1.
ORCA calculation (wB97M-V/def2-TZVPD) on a structure of composition C6H12NO.

```
20
Properties=species:S:1:pos:R:3:forces:R:3:nbo_charge:R:1
C 1.917513 -0.600196 -0.007477 -2.8 -0.5 -0.2 -0.158
C 1.750950 0.717214 0.052304 0.6 -1.1 0.5 -0.250
C 0.549577 -1.341220 0.243794 1.5 1.8 -1.4 -0.229
C 0.345437 1.053706 0.450359 2.2 0.4 4.8 0.305
C -1.653951 -0.385696 0.742981 -2.2 0.8 0.3 -0.427
C -0.689581 -0.173507 -1.398088 -0.1 1.6 -3.6 -0.450
N -0.392584 -0.143582 0.003959 -0.8 -2.5 2.0 -0.257
O -0.248643 2.192433 0.042462 1.0 2.9 -0.1 -0.710
H 2.704308 -1.140666 -0.439811 1.4 -0.5 0.1 0.245
H 2.621146 1.350625 0.042622 -0.3 0.7 -0.3 0.262
H 0.300067 -2.186450 -0.420080 0.1 0.7 0.0 0.246
H 0.378330 -1.670928 1.227882 0.2 -0.2 1.5 0.234
H 0.415873 1.020881 1.891966 -0.6 -0.2 -4.1 0.162
H -2.051269 -1.392882 0.504439 0.4 0.6 0.1 0.239
H -1.639873 -0.232816 1.842790 0.8 -0.2 -0.8 0.256
H -2.378634 0.368830 0.363652 0.3 -0.6 0.2 0.243
H -1.382030 -0.983388 -1.688127 0.3 0.3 0.6 0.248
H -1.152073 0.822857 -1.707019 0.6 -1.4 0.4 0.261
H 0.274522 -0.331109 -1.961303 -1.1 0.4 0.5 0.246
H 0.330914 3.055900 0.212700 -1.7 -3.0 -0.5 0.534
```
Positions in Å, forces in eV/Å.

Results
E_HOMO: -14.015 eV
LUMO: -3.17 eV
Net charge: +1
Calculated total energy: -9944.9672 eV
ΔE to the lowest compared entry with this formula, charge and spin: 206.2 kJ/mol
Frontier orbital gap: 10.8 eV



2.
ORCA calculation (wB97M-V/def2-TZVPD) on a cluster of 2 separate species, C2H3N4O in total.

```
10
Properties=species:S:1:pos:R:3:forces:R:3:nbo_charge:R:1
C -1.467960 -1.160069 -0.250782 1.0 -0.8 -0.6 0.861
C 0.920791 -0.513164 -0.811033 2.1 -0.7 1.4 -0.463
N -1.342329 2.211257 1.489137 0.8 0.2 -1.4 -0.548
N -0.209410 1.905023 1.327673 -3.1 0.1 2.3 0.158
N 0.863980 1.497245 1.462774 2.4 -0.2 -0.8 -0.559
N -0.342628 -1.174235 -0.651331 0.1 1.1 -0.1 -0.538
O -2.562634 -1.472300 0.019154 -0.8 0.4 0.4 -0.565
H 1.287231 0.210097 0.004804 -1.4 -0.6 -1.1 0.289
H 1.670707 -1.310669 -0.791029 0.0 -0.4 0.5 0.178
H 1.182252 -0.193187 -1.799366 -1.0 0.9 -0.8 0.187
```
Positions in Å, forces in eV/Å.

Results
E_HOMO: -2.788 eV
LUMO: 3.79 eV
Net charge: -1
Calculated total energy: -10129.2388 eV
ΔE to the lowest compared entry with this formula, charge and spin: 131.5 kJ/mol
Frontier orbital gap: 6.6 eV



3.
ORCA calculation (wB97M-V/def2-TZVPD) on a structure of composition C7H18MgO6S3.

```
35
Properties=species:S:1:pos:R:3:forces:R:3:nbo_charge:R:1
Mg -0.781341 1.065828 0.835560 -0.3 0.6 -0.1 1.821
C -2.032255 2.521979 1.545911 4.0 -5.7 -2.8 0.881
O -2.330751 2.299763 0.255167 -1.3 2.5 0.1 -0.953
O -0.808486 2.951215 1.735328 -1.5 2.1 0.9 -0.873
O -2.274829 1.372195 2.198169 -1.6 1.6 1.9 -0.964
C 0.697100 -2.547710 2.614402 -0.2 -0.2 -0.5 -0.824
S 0.147528 -0.911872 3.085133 -0.1 -0.2 0.5 1.289
O 0.365052 -0.094384 1.838502 0.9 -0.5 0.5 -1.097
C -1.609047 -1.242397 3.117809 0.0 0.7 0.4 -0.854
H 0.154360 -2.820568 1.706251 -0.1 0.0 0.1 0.235
H 0.464756 -3.246741 3.416272 0.1 0.0 0.0 0.237
H 1.758164 -2.560599 2.375172 0.1 0.2 0.3 0.234
H -1.878108 -1.957909 3.892086 0.2 -0.4 -0.2 0.230
H -1.909391 -1.464013 2.095367 -0.1 -0.3 0.1 0.255
H -2.061380 -0.282822 3.391589 0.0 0.0 -0.2 0.322
C 2.761707 2.357795 -1.619712 0.4 0.1 -0.1 -0.830
S 2.161903 1.384128 -0.251784 0.5 0.2 0.2 1.319
O 0.689467 1.310408 -0.455678 0.1 0.0 -0.8 -1.064
C 2.845855 -0.197854 -0.768446 -0.2 0.2 -0.2 -0.823
H 3.849025 2.386074 -1.518594 0.0 0.2 0.0 0.232
H 2.333832 3.352321 -1.517765 0.1 0.0 0.1 0.262
H 2.523117 1.972406 -2.611477 -0.3 -0.3 0.2 0.230
H 2.567299 -0.932748 -0.018518 -0.1 0.0 0.0 0.249
H 3.929767 -0.120492 -0.837152 0.0 0.1 0.1 0.235
H 2.424829 -0.423785 -1.748006 0.0 -0.2 0.1 0.225
C -1.042852 -1.717261 -2.541340 -0.3 -0.3 0.1 -0.822
S -2.045544 -0.624626 -1.529353 0.0 0.4 -0.2 1.306
O -1.359715 -0.471369 -0.208190 -0.1 -1.1 -0.2 -1.078
C -1.746046 0.886240 -2.419469 -0.3 0.6 -0.6 -0.862
H -0.961884 -2.674749 -2.027150 -0.2 0.0 0.0 0.239
H -0.038664 -1.370969 -2.774177 -0.1 0.4 0.0 0.225
H -1.664599 -1.842628 -3.430368 0.3 -0.1 -0.2 0.234
H -0.702281 1.059950 -2.672192 0.1 -0.3 0.3 0.232
H -2.110372 1.712179 -1.800997 0.0 -0.1 0.2 0.322
H -2.316212 0.873032 -3.352340 -0.1 -0.2 0.1 0.230
```
Positions in Å, forces in eV/Å.

Results
E_HOMO: -6.429 eV
LUMO: 0.04 eV
Calculated total energy: -57785.7975 eV
ΔE to the lowest compared entry with this formula, charge and spin: 0.0 kJ/mol
Frontier orbital gap: 6.5 eV